Entry 1:
An isolated ion of composition C5H9N2 and charge +1, computed with the ωB97M-V functional and the def2-TZVPD basis.

## Properties
lowest unoccupied orbital energy (spin up / spin down): -5.2 / -5.2 eV
orbital gap (spin up / spin down): 8.19 / 8.19 eV
HOMO (spin up / spin down): -13.389 / -13.387 eV
electronic energy: -305.0035 Ha

Geometry as ORCA input:
```
! wB97M-V def2-TZVPD RIJCOSX def2/J DEFGRID3
* xyz 1 1
C 1.85 1.13 0.16
C 0.22 1.38 -0.04
C 1.47 -1.20 -0.10
C 0.09 -1.09 0.50
C -1.93 0.15 -0.01
N 2.16 -0.12 -0.20
N -0.45 0.10 -0.21
H 2.40 2.05 0.33
H -0.04 2.23 -0.52
H 1.84 -2.10 -0.67
H -0.42 -1.89 0.17
H 0.21 -0.77 1.62
H -2.52 -0.56 -0.71
H -2.04 -0.12 0.99
H -2.39 1.07 -0.03
H -0.47 -0.25 -1.26
*
```

***

Entry 2:
One molecule with the formula C4H8F2, computed with the ωB97M-V functional and the def2-TZVPD basis.

## Properties
lowest unoccupied orbital energy: 1.1 eV
orbital gap: 12.34 eV
HOMO: -11.280 eV
electronic energy: -356.9036 Ha

Geometry as ORCA input:
```
! wB97M-V def2-TZVPD RIJCOSX def2/J DEFGRID3
* xyz 0 1
C 1.13 1.38 0.17
C 0.68 0.08 -0.48
C 1.51 -1.13 -0.06
C -0.72 -0.41 -0.12
H 2.27 1.36 0.00
H 0.61 2.13 -0.30
H 0.91 1.52 1.23
H 0.55 0.39 -1.54
H 2.47 -0.71 0.35
H 1.79 -1.63 -1.09
H 0.92 -1.70 0.67
H -0.73 -1.55 -0.11
F -1.00 -0.14 1.18
F -1.71 0.22 -0.77
*
```